C42H41ClNiO2P2 | the ωB97M-V functional and the def2-TZVPD basis

## Properties
- Kohn-Sham gap (alpha / beta) (eV) = 5.409 / 4.640
- multiplicity = 3
- total charge = 0
- ΔE to the lowest compared entry with this formula, charge and spin (kcal/mol) = 54.3
- total energy (a.u.) = -4426.3852
- HOMO level (alpha / beta) (eV) = -6.07 / -6.17

Atoms and positions in Å:
Ni 0.303 1.653 -1.727
Cl 5.209 -7.479 3.497
P 0.576 1.078 1.227
P -1.626 -1.265 -1.267
O 2.149 -2.016 1.244
O 0.420 -2.945 2.371
C 3.814 -4.138 1.817
C 0.621 3.906 -0.846
C 2.704 1.362 -0.628
C -5.795 -3.263 -0.784
C 0.958 0.094 5.210
C 2.261 1.628 0.699
C -3.242 -2.200 -1.168
C -4.046 -2.481 -2.279
C 4.652 -5.199 2.164
C -1.461 4.373 0.456
C -1.337 0.092 -5.171
C -0.631 3.827 -3.079
C 3.972 1.829 -1.032
C 0.101 4.693 -1.992
C 0.476 1.074 3.015
C -0.276 2.055 3.678
C -0.449 -2.511 -0.723
C -0.392 2.080 5.066
C 4.165 -6.180 3.068
C -5.329 -3.001 -2.077
C 2.485 -4.082 2.287
C -2.427 4.024 -0.750
C -2.006 0.056 -0.128
C -4.975 -3.006 0.316
C -1.217 2.562 -2.449
C 1.118 0.107 3.825
C 1.618 -2.861 2.005
C 2.045 -5.028 3.220
C -1.208 -1.200 -3.108
C -0.153 -1.941 -3.687
C 0.206 1.089 5.856
C -0.233 -0.579 -5.696
C 0.329 -1.619 -4.966
C 3.151 2.335 1.563
C -3.693 -2.503 0.121
C -1.831 -0.222 -3.910
C 4.397 2.799 1.125
C 4.818 2.563 -0.194
C -2.169 2.750 -1.443
C -1.070 1.055 0.348
C -0.087 3.842 0.317
C 2.860 -6.096 3.596
H 1.743 -0.648 3.357
H 2.552 -6.851 4.315
H -1.436 4.408 -3.530
H -3.437 3.944 -0.324
H 0.949 5.117 -2.524
H -1.551 2.000 0.545
H 2.893 2.544 2.601
H -1.426 5.469 0.524
H 2.081 0.773 -1.321
H 4.313 1.639 -2.050
H -0.562 5.485 -1.680
H -1.951 4.052 1.382
H 1.065 -4.956 3.668
H -3.076 -2.284 0.986
H -3.048 -0.130 0.252
H -6.795 -3.687 -0.661
H -0.325 -3.335 -1.442
H 0.075 1.072 6.952
H -5.359 -3.194 1.310
H -0.769 2.831 3.120
H 0.167 -0.279 -6.669
H 0.391 3.537 1.261
H 4.155 -3.330 1.174
H -0.801 -2.948 0.270
H 0.086 3.502 -3.837
H -5.948 -3.190 -2.950
H 5.676 -5.237 1.781
H 5.800 2.930 -0.551
H 0.383 -2.729 -3.147
H -2.610 0.383 -3.455
H 1.175 -2.158 -5.393
H -2.860 1.938 -1.176
H 1.414 -0.699 5.813
H 5.071 3.347 1.796
H 0.519 -2.018 -0.475
H 1.667 3.627 -0.923
H -3.671 -2.260 -3.277
H -1.129 1.654 -3.070
H -0.969 2.858 5.573
H -2.413 4.827 -1.480
H -1.795 0.885 -5.732



C5H9N4 | the ωB97M-V functional and the def2-TZVPD basis

## Properties
- Kohn-Sham gap (eV) = 8.353
- total charge = +1
- ΔE to the lowest compared entry with this formula, charge and spin (kcal/mol) = 56.9
- total energy (a.u.) = -414.6431
- HOMO level (eV) = -12.62
- SMILES = CC(=[NH2+])n1nccc1N

Atoms and positions in Å:
N -2.026 1.023 0.188
N 2.031 -0.917 -0.866
N 0.122 -0.282 0.188
N 0.768 -0.972 1.186
C 0.910 -0.242 -0.927
C 0.513 0.412 -2.175
C -1.070 0.205 0.725
C -1.079 -0.095 2.111
C 0.069 -0.856 2.278
H 0.936 1.412 -1.947
H 2.058 -1.283 0.132
H 1.026 0.157 -3.127
H -2.343 1.497 0.994
H -2.247 1.307 -0.671
H -1.808 0.158 2.914
H 0.360 -1.191 3.217
H 2.399 -0.879 -1.837
H -0.618 0.545 -2.381



C25H47Cl22FO6S2 | the ωB97M-V functional and the def2-TZVPD basis

## Properties
- Kohn-Sham gap (eV) = 9.293
- total charge = 0
- ΔE to the lowest compared entry with this formula, charge and spin (kcal/mol) = 0.0
- total energy (a.u.) = -12452.5518
- HOMO level (eV) = -9.10
- SMILES = CC[C@@H](F)COCCOCSCC(=O)OC[C@H](C)OC(=O)CS.ClCCl.ClCCl.ClCCl.ClCCl.ClCCl.ClCCl.ClCCl.ClCCl.ClCCl.ClCCl.ClCCl

Atoms and positions in Å:
Cl 2.826 7.873 0.239
Cl 1.752 -1.304 4.859
Cl 6.346 1.355 1.495
Cl 5.349 1.933 -6.237
Cl 0.601 8.186 -5.831
Cl -0.673 2.231 6.475
Cl -0.502 3.746 -5.707
Cl 8.775 -0.125 0.814
Cl -9.293 -0.801 -1.026
Cl -0.525 -1.003 6.669
Cl -5.973 -1.408 -2.724
Cl -7.415 1.437 -1.223
Cl 4.382 3.959 -1.588
Cl 2.221 3.645 -3.527
Cl 2.304 10.436 -5.021
Cl 2.633 1.023 -5.648
Cl -1.849 1.216 -5.114
Cl 2.135 8.177 -2.591
Cl -3.150 -2.932 7.459
Cl 1.790 2.979 7.865
Cl -2.057 -4.471 9.693
Cl -6.354 -4.068 -3.881
S -3.370 1.077 0.025
S -0.158 -4.922 -2.373
F 3.220 0.155 -1.160
O -1.383 -5.980 0.224
O 4.618 -2.014 -0.138
O -4.739 -2.382 0.274
O 1.897 -4.425 -0.899
O -3.362 -1.329 1.658
O -2.731 -4.294 0.605
C -2.843 -2.523 2.262
C -6.176 -3.133 -2.390
C 0.080 3.357 7.610
C -3.572 -0.602 -0.653
C 3.763 -2.854 -0.867
C -1.931 -5.058 -0.212
C 1.184 9.803 -6.237
C -1.970 -3.356 1.347
C 2.878 -0.288 0.097
C -0.400 1.981 -5.784
C 2.215 7.070 -1.216
C -9.091 0.910 -1.422
C -2.877 -4.544 8.130
C -3.948 -1.548 0.478
C 1.723 0.199 2.189
C -1.834 -4.720 -1.684
C 2.465 0.827 1.030
C 0.976 -3.690 -1.650
C 3.643 2.038 -6.686
C 3.639 2.889 -2.783
C 1.163 -0.584 6.367
C 7.419 0.821 0.194
C -3.938 -3.340 2.957
C 4.001 -1.074 0.706
C 2.750 -3.658 -0.055
H 1.435 -3.222 -2.505
H -0.436 3.290 8.559
H -2.418 -5.421 -2.257
H -4.268 -4.170 2.362
H -4.528 1.663 -0.316
H 0.455 -2.929 -1.082
H 2.114 -3.071 0.603
H -7.063 -3.265 -1.784
H -4.784 -2.676 3.026
H 2.386 -0.304 2.877
H 6.850 0.207 -0.495
H 3.372 1.312 1.359
H -4.436 -0.606 -1.299
H 1.864 1.514 0.460
H 2.878 6.255 -1.468
H -1.274 -3.903 1.968
H -3.834 -5.033 8.260
H 4.413 -3.581 -1.329
H 1.220 6.693 -1.014
H 3.721 -1.558 1.632
H -9.718 1.495 -0.762
H -2.243 -3.747 -1.906
H -1.381 -2.681 0.728
H -9.384 1.067 -2.452
H 0.469 1.652 -5.218
H 0.335 10.470 -6.306
H -2.707 -0.955 -1.189
H -5.306 -3.487 -1.854
H 3.268 -4.381 0.550
H -0.299 1.686 -6.821
H 4.776 -0.369 0.970
H -2.201 -2.190 3.058
H 1.215 0.969 2.744
H 3.297 -2.335 -1.694
H -3.655 -3.619 3.957
H 3.317 3.067 -6.585
H 3.530 1.708 -7.711
H 1.699 9.756 -7.189
H 7.806 1.694 -0.315
H 2.008 -0.915 -0.043
H -2.262 -5.108 7.440
H 0.002 4.360 7.212
H 3.329 1.980 -2.287
H 1.019 -0.536 1.839
H 1.764 -0.951 7.189
H 1.249 0.490 6.293
H 4.364 2.664 -3.555



C2H5ClS | the ωB97M-V functional and the def2-TZVPD basis

## Properties
- Kohn-Sham gap (alpha / beta) (eV) = 8.767 / 7.875
- total charge = 0
- ΔE to the lowest compared entry with this formula, charge and spin (kcal/mol) = 87.2
- total energy (a.u.) = -937.4192
- HOMO level (alpha / beta) (eV) = -8.86 / -7.70

Atoms and positions in Å:
Cl 1.555 -1.223 0.559
S 1.107 1.602 -0.190
C 1.154 -0.020 -0.663
C -1.688 -0.421 0.202
H 0.537 -0.463 -1.458
H -1.847 0.592 -0.275
H -1.255 -1.129 -0.341
H -1.521 -0.518 1.265
H 1.958 1.580 0.901



C16H16N2O6S | the ωB97M-V functional and the def2-TZVPD basis

## Properties
- Kohn-Sham gap (eV) = 7.793
- total charge = 0
- ΔE to the lowest compared entry with this formula, charge and spin (kcal/mol) = 90.8
- total energy (a.u.) = -1578.3321
- HOMO level (eV) = -8.43
- SMILES = Cc1ccc([N+](=O)[O-])cc1S(=O)(=O)NC[C@H]1COc2ccccc2O1

Atoms and positions in Å:
S -0.158 -0.407 -0.154
O -4.480 2.509 0.475
O -6.195 1.215 0.459
O 2.510 1.931 1.242
O 0.221 -0.738 -1.495
O 2.612 1.156 -1.498
O 0.425 -1.120 0.944
N 0.007 1.226 0.118
N -5.002 1.418 0.392
C -4.141 0.280 0.196
C 2.965 0.298 -0.486
C 3.704 -1.507 1.488
C 2.556 2.873 0.195
C -2.763 0.469 0.139
C 3.385 -0.979 -0.830
C -4.689 -0.990 0.064
C 1.931 2.322 -1.094
C -2.467 -1.907 -0.194
C -1.946 -0.620 -0.053
C 3.301 -0.235 1.839
C -1.554 -3.060 -0.410
C 0.411 2.087 -0.967
C 3.752 -1.876 0.153
C -3.852 -2.070 -0.129
C 2.938 0.672 0.856
H -0.087 3.056 -0.855
H 2.087 3.043 -1.907
H 3.979 -2.212 2.257
H 0.066 1.604 -1.884
H 0.462 1.416 1.000
H -0.846 -3.125 0.415
H -2.105 -3.992 -0.499
H -4.272 -3.059 -0.234
H -2.348 1.458 0.246
H 3.600 3.146 -0.012
H 2.016 3.754 0.547
H -5.761 -1.109 0.114
H 3.390 -1.246 -1.874
H -0.963 -2.892 -1.310
H 3.248 0.078 2.870
H 4.065 -2.870 -0.123



C20H36N3O2 | the ωB97M-V functional and the def2-TZVPD basis

## Properties
- Kohn-Sham gap (eV) = 4.415
- total charge = +1
- ΔE to the lowest compared entry with this formula, charge and spin (kcal/mol) = 0.0
- total energy (a.u.) = -1098.0679
- HOMO level (eV) = -9.48

Atoms and positions in Å:
O -2.796 -1.362 3.287
O -2.874 -0.408 1.252
N -6.223 -1.755 -2.617
N 5.610 1.381 1.057
N 1.655 0.792 2.559
C 6.982 -0.461 -0.086
C 2.527 -1.339 3.133
C 0.667 1.636 2.229
C 3.432 -2.110 2.982
C 0.151 -1.003 2.755
C 1.434 -0.509 2.825
C 3.822 1.155 -0.651
C -7.541 -1.440 -2.093
C -7.843 0.019 -1.731
C -2.279 -0.661 2.254
C -6.010 -1.461 -4.023
C -5.859 0.007 -4.439
C -0.614 1.192 2.135
C -5.191 -1.977 -0.373
C 5.990 -0.021 0.996
C 6.566 2.273 1.702
C 5.039 1.928 -0.161
C -0.868 -0.144 2.401
C 7.852 2.615 0.945
C -5.107 -1.383 -1.772
H 6.976 -1.550 -0.167
H -0.021 -2.040 2.973
H -4.991 -0.290 -1.685
H 4.724 2.954 0.046
H -5.107 -1.996 -4.337
H 6.827 1.854 2.677
H -2.478 -2.275 3.274
H -8.008 0.636 -2.613
H 6.727 -0.063 -1.068
H -6.807 0.541 -4.406
H 8.003 -0.167 0.150
H -5.139 0.540 -3.816
H 0.904 2.663 2.007
H 6.043 3.209 1.922
H -7.046 0.471 -1.140
H 8.549 1.778 0.925
H 2.613 1.128 2.615
H -6.012 -1.550 0.205
H 5.072 -0.607 0.871
H -4.271 -1.770 0.169
H 8.361 3.439 1.447
H 4.233 -2.786 2.817
H 5.771 1.987 -0.978
H 3.074 1.060 0.142
H -6.822 -1.910 -4.599
H -5.500 0.060 -5.469
H -8.756 0.065 -1.134
H 3.361 1.681 -1.487
H 7.657 2.929 -0.080
H -5.325 -3.060 -0.418
H -4.191 -1.754 -2.241
H -7.703 -2.049 -1.199
H 6.376 -0.319 1.975
H 4.082 0.155 -1.000
H -8.289 -1.795 -2.805
H -1.408 1.864 1.860



C21H21N3O4S | the ωB97M-V functional and the def2-TZVPD basis

## Properties
- Kohn-Sham gap (eV) = 9.135
- total charge = 0
- ΔE to the lowest compared entry with this formula, charge and spin (kcal/mol) = 104.1
- total energy (a.u.) = -1676.1506
- HOMO level (eV) = -8.65
- SMILES = O=C(O)[C@H]1Cc2c(ncn2Cc2ccccc2)CN1S(=O)(=O)Cc1ccccc1

Atoms and positions in Å:
S -0.755 2.997 1.893
O -3.163 3.568 -0.614
O -0.256 4.344 2.254
O -2.156 2.756 2.202
O -3.862 1.483 -0.628
N 1.131 -0.042 -2.326
N -0.482 2.662 0.202
N 2.594 1.127 -1.109
C -0.971 1.501 -1.892
C 0.987 -2.228 1.987
C 0.902 -3.952 -0.682
C 0.862 2.867 -0.258
C 1.287 1.649 -0.989
C 2.451 0.161 -2.042
C 0.386 0.978 -1.789
C 0.490 0.570 2.671
C 1.182 -3.006 -1.593
C 0.155 -2.105 -1.939
C -1.080 -2.090 -1.255
C -3.006 2.300 -0.543
C 0.512 -1.161 -3.062
C -1.519 1.762 -0.517
C -0.401 -4.139 -0.174
C -1.337 -3.146 -0.331
C -0.194 -1.877 2.673
C 1.575 0.202 1.859
C 1.940 -1.130 1.678
C -0.382 -0.522 2.971
C 0.255 2.015 3.008
H 1.560 3.038 0.519
H -0.155 2.134 3.984
H -0.965 2.500 -2.505
H -4.075 3.749 -0.807
H -1.592 0.811 -2.474
H 2.863 -1.408 1.197
H 2.325 0.890 1.417
H 2.159 -2.946 -2.101
H -0.622 -4.974 0.493
H -1.223 -0.178 3.623
H 1.261 2.521 2.927
H 1.167 -1.629 -3.921
H 1.721 -4.535 -0.434
H -0.819 -2.686 2.856
H -0.397 -1.011 -3.567
H 1.187 -3.236 1.570
H -1.868 -1.374 -1.237
H 0.916 3.663 -0.958
H -1.642 0.791 0.092
H 3.247 -0.418 -2.602
H -2.191 -3.246 0.273



Repeat the second record exactly.
C5H9N4 | the ωB97M-V functional and the def2-TZVPD basis

## Properties
- Kohn-Sham gap (eV) = 8.353
- total charge = +1
- ΔE to the lowest compared entry with this formula, charge and spin (kcal/mol) = 56.9
- total energy (a.u.) = -414.6431
- HOMO level (eV) = -12.62
- SMILES = CC(=[NH2+])n1nccc1N

Atoms and positions in Å:
N -2.026 1.023 0.188
N 2.031 -0.917 -0.866
N 0.122 -0.282 0.188
N 0.768 -0.972 1.186
C 0.910 -0.242 -0.927
C 0.513 0.412 -2.175
C -1.070 0.205 0.725
C -1.079 -0.095 2.111
C 0.069 -0.856 2.278
H 0.936 1.412 -1.947
H 2.058 -1.283 0.132
H 1.026 0.157 -3.127
H -2.343 1.497 0.994
H -2.247 1.307 -0.671
H -1.808 0.158 2.914
H 0.360 -1.191 3.217
H 2.399 -0.879 -1.837
H -0.618 0.545 -2.381



Number 5 is which compound?
C16H16N2O6S



The highest ΔE to the lowest compared entry with this formula, charge and spin belongs to which entry?
C21H21N3O4S